#i
The following is a quantum chemistry calculation of a structure of composition C8H11N, from OMol25.

## Properties
Lowest unoccupied orbital energy (spin up / spin down)   -0.037 / -0.037 eV
2S+1   1

Geometry as XYZ:
```
20
C8H11N, DFT the ωB97M-V functional and the def2-TZVPD basis
C 1.43 2.22 0.73
C -1.98 -0.26 -0.45
C -0.17 -2.01 -0.90
C 1.23 0.92 0.03
C -0.51 -0.60 -0.46
C 0.39 0.46 -1.07
N 1.84 0.25 -0.94
C 0.22 -0.39 1.11
C 0.22 -0.76 2.26
H -0.03 1.12 -1.83
H 1.37 3.03 0.01
H 0.65 2.37 1.48
H 2.40 2.22 1.23
H -2.53 -0.97 0.17
H -2.14 0.75 -0.08
H 0.91 -2.16 -0.83
H -0.71 -2.74 -0.31
H -2.37 -0.31 -1.47
H -0.45 -2.11 -1.95
H 0.22 -1.03 3.28
```

#ii
The following is a quantum chemistry calculation of the molecule C8H11N, from OMol25.

## Properties
Lowest unoccupied orbital energy   0.982 eV
SMILES string   C1#CCNC/C=C\CC1
2S+1   1

Geometry as XYZ:
```
20
C8H11N, DFT the ωB97M-V functional and the def2-TZVPD basis
C -0.75 -1.67 -0.45
C 0.43 -1.77 -0.63
C 1.75 -1.35 -0.20
N 1.57 -0.10 0.70
C 1.50 1.19 0.03
C 0.05 1.54 -0.56
C -1.20 1.18 -0.48
C -1.69 0.38 0.65
C -2.08 -1.03 0.14
H 2.50 -1.07 -1.09
H 1.96 -2.29 0.55
H 2.37 -0.11 1.48
H 2.09 1.95 0.66
H 2.15 1.05 -0.90
H 0.19 2.14 -1.44
H -1.98 1.76 -0.93
H -2.61 0.92 1.06
H -0.94 0.12 1.40
H -2.70 -0.91 -0.66
H -2.61 -1.91 0.67
```

In order of decreasing stability: #i, #ii.

#i
The following is a quantum chemistry calculation of a cluster of 40 separate species, H80O40 in total, from OMol25.

## Properties
Lowest unoccupied orbital energy   -0.481 eV
2S+1   1

Geometry as XYZ:
```
120
H80O40, DFT the ωB97M-V functional and the def2-TZVPD basis
H -1.89 6.41 1.13
H -0.50 5.95 1.24
O -1.31 6.00 1.76
H 4.34 -3.12 -2.03
H 3.99 -1.66 -2.49
O 4.49 -2.18 -1.86
H -3.02 1.54 1.32
H -1.69 1.72 1.95
O -2.21 1.02 1.54
H 1.96 -3.98 -3.04
H 3.01 -4.71 -3.94
O 2.31 -4.84 -3.30
H -6.05 -1.44 -1.92
H -5.41 -1.23 -3.24
O -5.83 -0.73 -2.55
H -3.95 1.16 -1.69
O -4.18 0.64 -0.90
H -3.49 -4.16 1.73
O -3.15 -4.30 0.83
H 2.65 2.91 1.69
H 2.06 4.18 1.09
O 2.26 3.26 0.87
H 1.92 -3.51 -0.36
H 1.27 -2.10 -0.78
O 2.07 -2.64 -0.74
H 5.40 3.98 0.29
H 3.88 3.72 0.19
O 4.54 4.37 0.43
H -3.66 3.85 -1.99
H -2.39 3.11 -2.52
O -3.29 3.00 -2.21
H 3.64 1.75 -3.00
O 4.53 1.86 -2.62
H -0.67 -1.57 -0.26
H -1.09 -2.67 0.72
O -0.64 -2.52 -0.13
H 0.67 3.82 -0.67
H -0.56 4.18 -1.29
O -0.09 4.37 -0.47
H 0.90 1.45 1.73
H 0.59 2.45 0.50
O 0.28 1.68 1.04
H 1.71 4.22 3.10
H 0.62 5.30 3.56
O 1.54 5.13 3.34
H -4.25 0.51 1.32
H -5.16 1.34 0.47
O -4.73 1.34 1.36
H 5.47 1.27 -0.65
H 4.79 1.78 0.70
O 5.48 1.92 0.04
H 3.47 1.07 -5.03
O 2.54 0.90 -4.89
H 0.57 -0.80 2.19
H 0.60 -2.30 1.93
O 0.85 -1.64 2.58
H 3.00 -4.16 0.90
O 3.25 -4.15 1.82
H -1.77 -3.39 -2.64
H -1.91 -2.08 -1.86
O -1.68 -2.41 -2.72
H 1.50 0.41 -0.06
H 2.71 -0.55 -0.26
O 2.32 0.28 -0.55
H -5.98 -3.40 -0.84
H -4.65 -3.03 -0.31
O -5.51 -2.62 -0.52
H 0.42 -5.30 0.55
H 1.37 -5.73 -0.71
O 1.21 -5.15 0.04
H -3.30 -2.80 3.45
H -3.28 -4.22 4.19
O -3.60 -3.71 3.46
H 0.81 4.13 -3.44
H 1.43 2.94 -2.66
O 0.64 3.49 -2.75
H 4.09 -0.30 2.82
H 4.46 0.66 4.11
O 4.15 0.57 3.20
H -0.69 -1.14 3.69
H -0.88 -1.30 5.06
O -1.42 -1.12 4.28
H 4.25 4.19 3.70
H 4.16 2.63 3.46
O 3.70 3.41 3.77
H -1.19 -5.33 -1.68
H -1.60 -4.00 -0.84
O -1.85 -4.69 -1.47
H -1.60 0.11 -0.58
O -0.90 0.28 -1.22
H -1.25 1.58 -4.57
H -0.70 0.74 -5.74
O -1.28 1.48 -5.53
H 1.84 1.52 -5.08
H -4.32 -0.25 -1.23
H 3.37 -3.28 2.19
H -3.08 -5.22 0.59
H 4.35 1.23 -1.92
H -0.67 1.21 -1.14
O -2.16 -1.69 1.71
H -3.08 -1.45 1.53
H -1.92 -0.83 2.10
O 0.94 -1.30 -3.94
H 0.58 -1.25 -3.04
H 0.06 -1.52 -4.28
O -2.81 1.52 4.06
H -3.21 2.28 3.63
H -3.09 0.77 3.56
O -4.58 3.83 0.38
H -5.50 3.94 0.17
H -4.36 2.92 0.64
O -0.32 -5.16 -3.64
H -0.34 -4.28 -4.01
H 0.57 -5.49 -3.88
O 5.24 -2.48 1.11
H 4.96 -2.41 0.23
H 4.84 -3.25 1.54
O -0.46 4.76 5.18
H -0.68 4.30 4.36
H 0.23 4.21 5.55
```

#ii
The following is a quantum chemistry calculation of a cluster of 40 separate species, H80O40 in total, from OMol25.

## Properties
Lowest unoccupied orbital energy   -0.381 eV
2S+1   1

Geometry as XYZ:
```
120
H80O40, DFT the ωB97M-V functional and the def2-TZVPD basis
H -1.58 6.50 1.24
H -1.75 4.96 1.74
O -1.20 5.74 1.90
H 4.40 -2.01 -2.50
H 3.95 -2.44 -1.06
O 4.59 -2.54 -1.73
H -2.83 1.27 0.76
H -2.13 1.08 2.21
O -2.00 1.09 1.24
H 2.07 -4.33 -2.31
H 2.97 -4.52 -3.51
O 2.27 -4.97 -2.97
H -5.39 -1.38 -2.63
H -5.56 -0.34 -4.07
O -5.74 -0.56 -3.09
H -2.98 0.84 -1.59
O -3.52 0.32 -1.26
H -3.27 -4.46 1.75
O -3.10 -3.99 0.83
H 2.29 3.58 -0.47
H 2.61 3.79 1.07
O 1.78 3.66 0.40
H 1.35 -2.90 0.03
H 1.38 -2.31 -1.32
O 1.95 -2.50 -0.63
H 4.65 3.56 -0.04
H 4.19 4.97 -0.64
O 4.15 4.43 0.14
H -3.55 3.23 -1.52
H -2.09 3.19 -1.77
O -2.85 3.01 -2.31
H 4.50 0.79 -2.52
O 4.12 1.69 -2.72
H -0.60 -1.78 0.37
H -0.99 -3.04 -0.55
O -0.35 -2.72 0.13
H 0.11 3.98 -0.24
H -0.76 5.09 -0.40
O -0.60 4.16 -0.71
H 0.81 1.86 1.14
H -0.61 1.58 0.81
O 0.28 1.09 0.88
H 2.26 5.27 3.89
H 1.57 5.50 2.49
O 1.52 4.99 3.31
H -5.63 0.86 1.69
H -4.50 0.42 0.50
O -4.86 1.16 1.07
H 6.14 1.71 -0.23
H 5.29 1.88 1.07
O 5.22 1.87 0.12
H 1.80 1.06 -4.58
O 2.80 0.94 -4.67
H 1.56 -1.57 1.55
H 0.10 -1.03 1.79
O 0.90 -1.20 2.24
H 3.18 -4.94 2.26
O 2.67 -4.22 2.01
H -1.31 -3.27 -3.35
H -1.73 -1.82 -2.67
O -1.75 -2.83 -2.63
H 1.54 0.91 0.01
H 1.95 -0.51 -0.75
O 2.14 0.37 -0.66
H -5.29 -3.28 -0.61
H -5.20 -1.77 -0.35
O -5.80 -2.47 -0.63
H 0.41 -5.64 -0.10
H 1.74 -5.27 -0.65
O 1.13 -5.06 0.08
H -3.46 -2.81 2.88
H -3.31 -3.86 3.97
O -3.94 -3.47 3.29
H 1.29 3.86 -3.42
H 1.48 2.97 -2.08
O 0.90 3.10 -2.81
H 4.00 0.02 2.66
H 4.50 0.02 4.03
O 4.48 0.53 3.19
H -1.49 -1.24 3.62
H -0.66 -0.98 5.01
O -1.51 -1.10 4.64
H 3.25 3.82 3.04
H 4.08 2.82 3.82
O 3.77 3.70 3.81
H -1.86 -3.97 -1.11
H -0.73 -4.90 -1.63
O -1.35 -4.92 -0.96
H -1.71 0.06 -0.74
O -0.97 -0.20 -1.19
H -2.16 1.60 -5.09
H -0.72 1.92 -5.01
O -1.22 1.18 -5.35
H 2.60 0.04 -4.51
H -4.20 0.04 -1.96
H 1.75 -4.19 1.85
H -2.36 -4.52 0.55
H 3.41 1.69 -2.16
H -0.65 0.70 -1.56
O -2.30 -1.65 1.75
H -2.47 -2.38 1.21
H -2.39 -0.94 1.25
O 0.78 -1.03 -3.73
H 0.54 -0.29 -3.27
H 0.53 -1.04 -4.66
O -2.78 1.65 3.84
H -2.13 2.28 4.24
H -2.30 0.94 4.11
O -4.00 4.01 0.80
H -4.71 3.51 1.09
H -3.19 4.14 1.27
O -0.33 -5.04 -3.44
H -0.59 -5.80 -4.00
H 0.56 -4.92 -3.45
O 5.27 -2.99 1.25
H 4.88 -2.94 0.30
H 4.29 -3.09 1.77
O -0.57 4.57 4.97
H -1.25 5.02 4.55
H 0.23 4.74 4.49
```

In order of decreasing stability: #i, #ii.